C2H3N3O | ωB97M-V/def2-TZVPD

Values from the calculation:
Gap between HOMO and LUMO   0.34992 hartree
Structure (SMILES)   [H]/N=c1/nc[nH]o1
Energy   -8637.452 eV
F_max   4.21 eV Å⁻¹
ΔE to the lowest compared entry with this formula, charge and spin   70.2 kcal/mol
LUMO level   0.18 eV

```
! RIJCOSX wB97M-V def2-TZVPD def2/J DEFGRID3
* xyz 0 1
C -0.253 0.675 0.244
C -0.206 -1.466 0.151
H 0.251 2.517 0.402
H -0.356 -2.580 0.260
H 1.707 -1.263 -0.908
N -0.241 1.800 0.846
N -0.860 -0.461 0.685
N 0.595 -1.034 -0.958
O 0.586 0.491 -0.767
*
```